Here is a 9-piece molecular cluster, C36H85ClN3O12 overall at a distorted geometry from the OMol25 dataset. Energies are from ωB97M-V/def2-TZVPD.

```
137
Properties=species:S:1:pos:R:3:forces:R:3
Cl -0.198 -0.740 -1.293 -0.629 1.116 -0.205
O -0.499 -1.644 -0.202 -0.630 -0.604 -0.305
O -0.190 -1.369 -2.589 0.016 -1.044 0.189
O -1.171 0.321 -1.361 -0.684 0.025 0.503
O 1.064 -0.168 -1.014 1.803 0.543 0.105
C 1.510 5.529 -0.342 -0.274 -0.179 -0.204
C 1.744 4.446 -1.412 -0.088 -1.546 0.024
C 0.373 4.053 -2.036 0.013 0.720 -1.671
C -0.086 5.050 -3.149 0.285 -0.670 1.110
C 1.003 5.364 -4.201 -0.494 -0.315 1.553
C 2.398 5.784 -3.578 -1.159 -0.415 -0.809
N 2.757 4.774 -2.509 -5.067 -0.427 -1.448
O 3.956 4.984 -1.991 3.153 0.901 1.280
C 3.364 5.628 -4.768 0.580 0.532 1.329
C 2.324 7.308 -3.156 -0.019 -1.394 0.562
C 2.193 3.127 -0.664 0.217 1.110 -0.209
H 1.368 6.510 -0.794 0.041 0.007 0.242
H 2.246 5.565 0.461 0.396 0.089 -0.347
H 0.587 5.233 0.157 -0.145 0.208 0.077
H 0.334 3.050 -2.461 0.767 -0.168 -0.084
H -0.446 3.996 -1.320 0.324 0.272 0.506
H -0.463 5.897 -2.575 0.199 0.662 -0.423
H -0.977 4.598 -3.585 0.022 0.112 -0.405
H 0.594 6.119 -4.873 0.405 0.358 -0.024
H 1.117 4.468 -4.811 0.293 -0.135 0.064
H 3.580 4.597 -5.050 -0.561 -0.055 -0.118
H 2.944 6.238 -5.568 0.349 -0.214 -0.250
H 4.322 6.025 -4.432 0.219 0.322 -0.359
H 2.355 8.010 -3.988 -0.045 -0.268 -0.177
H 1.384 7.420 -2.616 0.008 0.359 -0.067
H 3.134 7.555 -2.469 0.096 -0.031 -0.006
H 1.383 2.756 -0.037 -0.109 0.151 -0.114
H 3.015 3.375 0.007 0.240 -0.203 -0.062
H 2.457 2.310 -1.335 0.044 0.183 -0.127
H 4.493 4.278 -2.359 0.318 -0.075 0.164
C 0.674 2.631 3.115 0.106 0.248 1.002
C -0.803 2.202 2.911 0.846 0.331 -1.580
C -0.810 0.646 2.601 -1.085 0.830 0.844
C -0.871 -0.190 3.880 0.038 0.936 -0.291
C -1.937 0.343 4.871 1.347 -0.202 -0.446
C -1.822 1.864 5.245 -0.533 -1.263 0.248
N -1.740 2.608 3.987 -0.579 -3.297 -0.842
O -1.898 3.945 4.092 0.124 1.420 0.365
C -3.149 2.199 6.026 0.566 0.737 -0.732
C -0.639 2.106 6.245 -0.082 -0.401 -0.145
C -1.234 2.882 1.557 0.023 -0.673 0.118
H 0.861 3.702 3.190 -0.398 0.422 -0.738
H 1.281 2.206 2.315 0.046 0.164 0.099
H 1.099 2.365 4.083 -0.068 -0.893 0.050
H -1.686 0.517 1.966 -0.316 -0.403 0.230
H 0.000 0.265 1.979 0.348 0.690 -0.032
H 0.117 -0.161 4.341 0.158 0.067 0.200
H -1.003 -1.228 3.576 -0.434 -0.040 0.349
H -1.754 -0.216 5.789 -0.559 -0.067 0.231
H -2.901 0.094 4.426 -0.257 0.292 0.344
H -3.068 3.231 6.369 -0.027 -0.032 0.412
H -4.057 2.196 5.422 0.245 -0.238 -0.477
H -3.337 1.516 6.853 0.404 0.045 0.081
H 0.276 1.540 6.069 0.042 0.088 -0.783
H -0.387 3.165 6.286 0.008 0.066 0.148
H -0.866 1.750 7.250 -0.575 0.339 0.130
H -2.153 2.461 1.149 -0.340 0.052 0.422
H -0.517 2.589 0.790 0.282 0.077 0.092
H -1.316 3.969 1.550 0.098 -0.033 0.369
H -1.055 4.251 4.433 0.403 0.757 0.199
C 1.136 -2.767 3.023 0.284 -0.015 -0.288
C 1.962 -3.986 2.558 0.434 -1.111 0.231
C 2.147 -4.899 3.814 -0.547 0.278 0.520
C 0.990 -5.848 4.120 0.290 0.861 -0.489
C 0.700 -6.618 2.851 -0.601 -0.165 -0.849
C 0.346 -5.761 1.556 1.329 -0.987 0.145
N 1.449 -4.768 1.388 0.276 -1.724 2.189
O 1.204 -3.970 0.323 0.100 0.903 -1.285
C 0.401 -6.733 0.297 0.276 0.755 0.926
C -1.024 -5.145 1.653 -0.981 0.172 0.088
C 3.391 -3.614 2.186 0.419 0.813 -0.656
H 0.298 -3.049 3.661 -0.181 -0.101 -0.270
H 0.816 -2.119 2.207 -0.250 -0.117 -0.130
H 1.762 -2.126 3.643 0.202 -0.056 0.050
H 3.063 -5.488 3.848 0.165 0.102 -0.636
H 2.246 -4.170 4.618 0.152 -0.065 0.296
H 0.140 -5.271 4.484 -0.328 -0.025 -0.212
H 1.243 -6.522 4.938 0.143 -0.108 -0.030
H -0.076 -7.348 3.080 -0.452 0.043 -0.401
H 1.557 -7.242 2.597 0.325 0.149 -0.044
H -0.259 -7.572 0.515 -0.174 0.008 -0.341
H 0.173 -6.225 -0.640 -0.601 0.114 0.212
H 1.402 -7.118 0.100 0.193 -0.037 0.559
H -1.289 -4.475 0.835 0.412 0.166 -0.121
H -1.806 -5.901 1.599 0.055 -0.301 0.142
H -1.189 -4.603 2.585 0.125 0.081 0.095
H 3.955 -4.520 1.965 0.052 0.001 0.316
H 3.865 -3.005 2.956 0.095 -0.325 0.396
H 3.519 -2.997 1.296 -0.566 0.037 -0.242
H 0.572 -3.312 0.619 -0.511 0.673 -0.468
C -3.639 3.021 -1.600 0.537 0.324 0.097
C -4.813 2.262 -1.044 0.048 0.876 0.378
O -5.410 1.525 -2.068 -0.682 -0.893 -0.503
H -3.332 3.865 -0.983 0.126 -0.158 0.434
H -3.904 3.491 -2.547 -0.025 -0.293 -0.229
H -2.807 2.326 -1.716 0.151 0.208 -0.282
H -5.527 2.964 -0.613 -0.212 0.062 0.193
H -4.509 1.584 -0.246 0.047 -0.104 -0.054
H -6.147 2.022 -2.431 0.092 -0.025 -0.013
C -3.701 -2.305 0.601 0.334 -0.803 -0.061
C -4.365 -1.520 -0.470 -0.752 0.794 0.772
O -5.173 -2.326 -1.288 -0.013 -0.221 -0.912
H -3.212 -3.160 0.135 0.473 0.087 0.056
H -4.460 -2.746 1.247 0.024 0.192 0.484
H -2.988 -1.661 1.116 0.027 -0.320 0.307
H -3.623 -0.919 -0.995 -0.251 -0.352 -0.694
H -5.038 -0.824 0.030 0.020 0.639 0.043
H -5.782 -2.801 -0.717 0.004 0.014 0.086
C -1.343 -4.605 -2.935 0.730 -0.592 -0.387
C -2.183 -3.748 -3.892 1.184 -0.968 1.625
O -2.958 -2.886 -3.075 -0.281 -0.208 -1.237
H -0.798 -4.018 -2.196 -0.141 0.312 -0.023
H -0.568 -5.108 -3.514 0.204 -0.208 -0.124
H -1.866 -5.397 -2.399 -0.454 0.167 -0.050
H -2.734 -4.442 -4.526 -0.727 0.488 0.084
H -1.446 -3.244 -4.518 -0.245 0.545 -0.223
H -2.275 -2.372 -2.638 0.032 0.492 0.269
C 1.836 -1.721 -5.336 -1.717 0.162 0.746
C 1.888 -1.679 -6.858 0.458 0.511 1.880
O 3.140 -2.228 -7.200 0.490 -0.092 -1.359
H 0.961 -1.160 -5.008 -0.312 -0.097 0.169
H 2.630 -1.275 -4.738 0.543 0.213 -0.782
H 1.725 -2.720 -4.914 -0.055 -0.198 -0.331
H 1.832 -0.631 -7.151 -0.060 0.122 -0.316
H 1.049 -2.189 -7.332 0.220 -0.320 0.064
H 3.710 -1.456 -7.229 0.413 -0.312 -0.045
C 3.866 -1.765 -1.824 0.110 -0.197 1.658
O 4.709 -2.822 -1.332 0.605 0.087 -0.332
H 2.926 -2.164 -2.205 0.188 0.402 -0.472
H 3.637 -1.144 -0.958 -0.499 -0.016 0.110
H 4.446 -1.068 -2.430 -0.115 -0.568 -0.772
H 4.275 -3.678 -1.330 -0.366 0.288 -0.119
```
Forces are in eV/Å.

Its molar mass is 787.538 g/mol. Its total charge is -1. As for the HOMO-LUMO gap: 8.33 eV. The HOMO energy is -0.22297 Eh.

Atomic partial charges in e from the Mulliken method, atoms 1 to 99: 0.687, -0.069, -0.463, -0.550, -0.538, -1.296, 1.855, -0.462, -1.242, -1.232, 1.580, 0.323, -0.514, -1.973, -1.691, -1.369, 0.214, 0.352, 0.145, 0.543, -0.253, 0.363, 0.508, 0.453, 0.419, 0.413, 0.419, 0.430, 0.404, 0.331, 0.357, -0.313, 0.537, 0.455, 0.357, -1.715, 1.623, -0.908, -0.257, -1.582, 1.731, 0.220, -0.448, -1.973, -1.670, -0.969, 0.492, 0.192, 0.324, 0.140, 0.292, 0.317, 0.095, 0.489, 0.344, 0.401, 0.429, 0.396, 0.340, 0.296, 0.469, 0.299, -0.406, 0.434, 0.382, -1.818, 2.400, -1.458, -0.587, -1.466, 2.210, -0.111, -0.014, -1.998, -1.596, -2.129, 0.384, 0.235, 0.494, 0.443, 0.389, 0.304, 0.404, 0.439, 0.403, 0.429, 0.223, 0.432, 0.087, 0.513, 0.276, 0.502, 0.374, 0.193, -0.006, -0.610, -0.230, -0.485, 0.322